{
  "formula": "C3H7N3O",
  "method": "the ωB97M-V functional and the def2-TZVPD basis",
  "symbols": ["N", "C", "C", "N", "N", "C", "O", "H", "H", "H", "H", "H", "H", "H"],
  "coordinates": [[0.823524, -1.462540, 1.283996], [0.716302, -0.339262, 0.434165], [-0.510888, 0.287793, 0.240012], [-1.682187, -0.182386, 0.758050], [-0.489708, 1.110246, -0.824098], [0.716154, 0.925264, -1.630974], [1.817586, 1.436203, -1.480217], [1.789015, -1.750136, 1.409055], [0.250665, -2.232092, 0.947337], [1.614683, 0.263102, 0.534625], [-1.537629, -0.712814, 1.611020], [-2.514298, 0.356452, 0.563285], [-1.337587, 1.527071, -1.183681], [0.344370, 0.773098, -2.662575]],
  "forces_ev_per_a": [[-0.64, -0.78, 0.63], [-0.02, 0.61, 1.32], [1.94, -2.28, 0.39], [0.19, -0.03, -0.31], [0.51, 1.54, -0.21], [-0.13, 3.42, -1.62], [-1.98, -1.26, 0.38], [-0.45, -0.06, -0.09], [0.44, -0.10, 0.11], [-0.36, 0.08, -0.79], [-0.56, 0.42, -0.04], [0.04, -0.40, 0.47], [0.48, 0.02, -0.25], [0.53, -1.18, 0.02]],
  "smiles": "N/C=C(\\N)NC=O",
  "fmax_ev_per_a": 3.8,
  "relative_energy_kcal_mol": 73.42,
  "e_lumo_ev": 0.6754,
  "homo_lumo_gap_ev": 7.16,
  "multiplicity": 1,
  "homo_ev": -6.48
}